{"formula": "C42H63F3O8", "method": "wB97M-V/def2-TZVPD", "smiles": "Fc1ccccc1.Fc1ccccc1.Fc1ccccc1.CC(C)=O.CC(C)=O.CC(C)=O.CC(C)=O.CC(C)=O.CC(C)=O.CC(C)=O.CC(C)=O", "de_lowest_ev": 0.105, "e_lumo_ev": 0.6, "species": ["F", "C", "C", "C", "C", "C", "C", "H", "H", "H", "H", "H", "F", "C", "C", "C", "C", "C", "C", "H", "H", "H", "H", "H", "F", "C", "C", "C", "C", "C", "C", "H", "H", "H", "H", "H", "C", "C", "C", "O", "H", "H", "H", "H", "H", "H", "C", "C", "C", "O", "H", "H", "H", "H", "H", "H", "C", "C", "C", "O", "H", "H", "H", "H", "H", "H", "C", "C", "C", "O", "H", "H", "H", "H", "H", "H", "C", "C", "C", "O", "H", "H", "H", "H", "H", "H", "C", "C", "C", "O", "H", "H", "H", "H", "H", "H", "C", "C", "C", "O", "H", "H", "H", "H", "H", "H", "C", "C", "C", "O", "H", "H", "H", "H", "H", "H"], "xyz": [[36.639159, -19.630302, -8.756134], [37.065265, -18.413735, -9.118271], [36.605481, -17.295024, -8.451007], [37.041638, -16.045210, -8.815317], [37.934023, -15.881238, -9.880046], [38.337373, -17.004034, -10.599604], [37.933673, -18.265484, -10.180423], [35.859183, -17.452740, -7.679202], [36.643058, -15.169132, -8.320069], [38.219571, -14.886913, -10.194106], [39.013580, -16.894596, -11.435505], [38.296958, -19.141370, -10.710498], [35.422091, -23.417176, -12.775440], [34.675164, -24.475323, -13.162017], [33.790376, -24.994008, -12.232857], [32.966002, -26.038134, -12.625386], [32.987324, -26.441923, -13.956478], [33.901894, -25.921948, -14.864502], [34.790132, -24.933710, -14.464542], [33.816237, -24.518250, -11.259579], [32.268557, -26.498093, -11.939255], [32.319719, -27.231808, -14.278084], [33.949976, -26.319794, -15.869204], [35.478127, -24.478782, -15.168024], [34.752542, -22.186674, -5.684022], [34.146385, -20.987050, -5.594615], [34.163100, -20.223287, -6.735777], [33.529149, -18.988326, -6.774967], [32.883929, -18.529342, -5.625097], [32.884719, -19.299679, -4.478073], [33.575857, -20.512280, -4.429900], [34.640423, -20.525145, -7.659546], [33.522745, -18.424517, -7.698672], [32.417145, -17.552820, -5.662715], [32.350407, -18.955035, -3.603020], [33.570875, -21.065152, -3.500246], [35.750968, -23.411154, -8.340476], [35.663642, -24.867054, -8.757774], [34.436657, -25.653324, -8.313443], [36.545458, -25.398816, -9.389542], [36.369024, -22.908059, -9.084158], [36.316888, -23.392909, -7.410230], [34.717503, -23.074065, -8.350679], [34.775654, -26.331022, -7.524353], [34.199457, -26.350550, -9.119827], [33.618551, -25.016285, -8.000789], [37.170127, -20.585578, -17.039505], [36.685570, -21.607441, -16.070866], [35.871607, -21.105246, -14.887533], [36.872226, -22.791726, -16.228926], [37.805128, -19.851570, -16.541617], [36.314902, -20.047232, -17.454978], [37.717203, -21.072332, -17.844776], [35.874019, -21.894156, -14.136452], [34.835675, -20.970275, -15.199592], [36.307100, -20.210237, -14.450538], [30.659025, -23.902081, -9.364858], [31.594048, -22.750416, -9.175978], [31.235355, -21.733074, -8.122620], [32.651857, -22.656689, -9.758708], [31.085901, -24.718459, -9.940660], [29.739331, -23.517889, -9.809691], [30.425253, -24.280366, -8.364797], [32.029346, -21.872893, -7.379209], [30.299861, -21.970344, -7.621479], [31.330341, -20.707154, -8.468143], [28.306384, -21.649960, -14.340691], [29.033332, -20.689286, -13.454444], [29.294679, -19.310056, -14.001269], [29.395036, -20.978409, -12.331472], [28.957777, -21.944584, -15.169262], [27.490831, -21.079670, -14.795603], [27.929842, -22.528600, -13.830966], [29.992860, -19.442185, -14.833779], [29.700294, -18.615132, -13.270440], [28.374488, -18.838678, -14.353879], [34.848491, -20.661585, -11.134792], [33.582886, -19.850065, -11.237246], [32.425795, -20.305687, -12.099698], [33.431589, -18.876018, -10.524999], [35.722215, -20.036344, -10.975794], [35.017633, -21.311479, -11.987544], [34.624677, -21.224094, -10.223923], [32.475071, -21.359094, -12.367541], [32.487297, -19.676200, -12.994864], [31.466561, -20.114544, -11.630288], [32.942442, -23.151473, -17.332676], [31.853620, -23.131703, -16.253902], [32.155316, -22.424361, -14.935608], [30.793090, -23.661937, -16.464095], [33.565638, -22.270264, -17.191639], [32.382448, -23.190546, -18.263024], [33.544662, -24.052093, -17.227919], [33.236593, -22.334882, -14.844809], [31.773519, -23.043529, -14.124385], [31.677777, -21.445558, -14.913062], [35.099399, -16.794360, -12.430403], [34.186476, -17.289049, -13.528140], [32.785888, -16.733275, -13.519698], [34.583399, -18.054951, -14.371628], [35.408597, -15.783462, -12.708747], [35.944679, -17.471984, -12.351917], [34.542334, -16.725185, -11.497128], [32.766259, -15.662754, -13.723497], [32.291954, -16.928718, -12.567479], [32.227497, -17.237005, -14.312400], [38.480205, -23.074458, -12.026029], [39.607772, -22.065961, -12.044259], [40.933021, -22.468726, -11.441478], [39.446943, -20.959788, -12.515880], [38.696408, -23.785734, -11.226347], [38.460826, -23.596620, -12.984940], [37.513612, -22.600913, -11.890885], [40.842711, -22.428686, -10.352124], [41.725826, -21.791195, -11.746674], [41.207865, -23.495226, -11.688599]], "forces_ev_per_angstrom": [[0.048, -0.231, 0.136], [0.397, 1.019, -0.460], [-0.682, -0.767, 0.546], [0.314, 0.595, -0.561], [-0.540, -0.339, -0.116], [0.105, 0.414, 0.776], [0.245, -0.738, -0.523], [0.135, 0.175, 0.083], [0.066, -0.044, 0.123], [0.119, -0.004, 0.040], [-0.026, -0.113, -0.071], [-0.091, -0.006, 0.026], [0.188, -0.191, 0.138], [-0.290, -0.127, -0.289], [0.515, 0.234, -0.062], [-0.084, 0.414, -0.377], [0.024, -0.601, 0.006], [0.010, -0.106, 0.371], [-0.239, 0.271, 0.001], [-0.300, -0.258, 0.131], [0.001, 0.052, 0.081], [-0.018, 0.034, 0.001], [-0.072, 0.078, -0.052], [0.149, 0.027, 0.180], [-0.042, -0.198, 0.623], [0.320, 0.418, -0.169], [-0.200, 0.746, -1.110], [-0.123, -0.257, 0.776], [0.108, 0.273, -0.694], [0.294, -0.028, 0.026], [-0.625, -0.159, 0.160], [0.119, -0.476, 0.238], [0.031, 0.042, 0.008], [-0.191, -0.101, 0.189], [0.129, 0.004, 0.091], [0.144, -0.241, -0.149], [0.187, -1.049, -0.951], [0.128, 0.085, 0.094], [0.914, -0.482, -0.368], [-0.002, -0.158, -0.098], [-0.169, 0.174, -0.026], [-0.555, 0.315, 0.343], [0.257, 0.722, 0.576], [-0.176, 0.297, 0.317], [-0.372, 0.287, -0.099], [-0.176, -0.143, 0.045], [0.238, 0.118, -0.430], [-0.615, 0.098, 0.614], [0.558, -0.736, 0.066], [0.135, -0.257, -0.150], [-0.029, 0.008, 0.030], [0.002, 0.052, 0.059], [0.020, 0.056, 0.007], [0.018, 0.118, -0.112], [0.061, 0.474, -0.039], [-0.312, 0.265, -0.160], [-0.053, -0.093, 0.400], [0.248, 0.248, 0.018], [0.374, -0.577, 0.417], [0.159, -0.108, -0.303], [0.051, 0.187, -0.247], [-0.064, -0.156, -0.036], [-0.221, -0.018, -0.079], [-0.088, 0.178, 0.089], [-0.184, 0.344, -0.177], [-0.213, -0.006, -0.135], [-0.110, 0.514, -0.615], [0.100, 0.061, 1.134], [-0.097, 0.171, -0.265], [-0.166, -0.179, -0.180], [0.015, -0.134, 0.055], [-0.126, -0.281, -0.048], [0.119, 0.000, 0.171], [-0.114, 0.335, -0.112], [0.291, -0.353, 0.190], [0.027, -0.251, -0.331], [-0.400, 0.245, -0.258], [-0.410, -0.030, 0.496], [0.489, 0.075, -0.127], [0.114, 0.307, -0.043], [-0.100, 0.134, 0.092], [-0.142, -0.173, 0.126], [0.409, -0.385, -0.141], [0.148, 0.028, -0.098], [-0.084, -0.236, -0.191], [0.069, 0.131, 0.182], [-0.898, 0.197, 0.829], [0.552, 0.026, -0.011], [0.207, -0.744, -0.527], [-0.462, -0.059, 0.099], [0.168, -0.028, -0.442], [0.409, 0.152, -0.278], [0.083, 0.004, 0.058], [-0.072, 0.230, 0.250], [-0.083, 0.111, 0.070], [0.056, 0.066, -0.004], [-0.447, -0.075, -0.247], [0.306, 0.574, 0.605], [-0.427, -0.549, -0.565], [-0.170, -0.329, -0.305], [0.210, -0.039, 0.061], [0.136, 0.185, 0.130], [0.165, -0.070, 0.111], [0.161, 0.062, 0.149], [0.119, 0.086, 0.109], [-0.047, 0.106, 0.044], [0.674, -0.069, 0.340], [-0.303, 0.331, -0.313], [0.035, -0.128, 0.077], [0.070, 0.013, 0.087], [-0.397, -0.193, -0.124], [0.053, -0.080, 0.023], [0.031, 0.117, 0.072], [-0.048, 0.002, -0.002], [-0.073, 0.077, -0.052], [-0.098, -0.008, -0.061]], "lowdin_charge": [0.06, -0.29, -0.02, -0.08, -0.09, -0.08, -0.02, 0.11, 0.10, 0.10, 0.11, 0.11, 0.02, -0.27, -0.01, -0.07, -0.09, -0.08, -0.01, 0.10, 0.10, 0.10, 0.11, 0.10, 0.05, -0.29, -0.03, -0.08, -0.09, -0.09, -0.01, 0.10, 0.10, 0.10, 0.10, 0.11, -0.01, -0.50, -0.01, 0.06, 0.08, 0.09, 0.05, 0.09, 0.08, 0.06, -0.02, -0.49, -0.01, 0.05, 0.09, 0.09, 0.08, 0.05, 0.07, 0.08, -0.01, -0.49, 0.00, 0.04, 0.07, 0.10, 0.09, 0.08, 0.08, 0.09, -0.01, -0.51, -0.02, 0.04, 0.08, 0.09, 0.09, 0.09, 0.08, 0.08, 0.01, -0.47, -0.01, 0.03, 0.07, 0.05, 0.07, 0.07, 0.08, 0.07, 0.00, -0.48, -0.01, 0.06, 0.07, 0.08, 0.07, 0.05, 0.09, 0.08, -0.02, -0.51, -0.02, 0.06, 0.09, 0.07, 0.07, 0.09, 0.08, 0.08, -0.01, -0.49, -0.03, 0.04, 0.08, 0.10, 0.06, 0.09, 0.08, 0.08]}